This record from the OMol25 dataset describes an isolated ion of composition C3H10N2S2 and charge +1 in a non-equilibrium geometry. The level of theory is the ωB97M-V functional and the def2-TZVPD basis.

Results
molecular weight	138.3	g mol⁻¹
charge	+1
LUMO level (alpha / beta)	-5.45 / -8.13	eV
frontier orbital gap (alpha / beta)	7.5 / 4.8	eV
multiplicity	2
DFT total energy	-1025.8417	a.u.
HOMO (alpha / beta)	-12.9 / -12.9	eV

Positions of all 17 atoms, in Å:
S  0.86434  1.18594  2.35695
S  0.44588  -0.70363  1.55426
C  0.80164  -0.32652  -0.23112
C  -0.41553  -0.70273  -1.17519
C  -0.11895  0.00943  -2.50116
N  -1.14686  0.19278  -3.51374
N  -1.69990  -0.28097  -0.62197
H  0.64547  0.76487  3.63592
H  1.75311  -0.86905  -0.15146
H  0.99806  0.72081  -0.52286
H  -0.33307  -1.79001  -1.19169
H  0.66263  -0.66955  -2.89513
H  0.32870  1.02635  -2.29953
H  -1.63663  1.00925  -3.15319
H  -1.86343  -0.53204  -3.44225
H  -1.62017  0.64925  -0.20171
H  -2.01625  -0.83679  0.16678